# 1
{
  "formula": "C27H80F3N8O11S",
  "method": "the ωB97M-V functional and the def2-TZVPD basis",
  "homo_ev": -10.65,
  "homo_lumo_gap_ev": 7.52,
  "charge": 1,
  "e_tot_ha": -3039.8474,
  "elements": ["N", "H", "H", "H", "H", "N", "H", "H", "H", "H", "C", "F", "F", "F", "S", "O", "O", "O", "C", "C", "O", "O", "H", "H", "H", "H", "H", "H", "C", "C", "C", "O", "C", "N", "H", "H", "H", "H", "H", "H", "H", "H", "H", "H", "H", "C", "C", "C", "O", "C", "N", "H", "H", "H", "H", "H", "H", "H", "H", "H", "H", "H", "C", "C", "C", "O", "C", "N", "H", "H", "H", "H", "H", "H", "H", "H", "H", "H", "H", "C", "C", "C", "O", "C", "N", "H", "H", "H", "H", "H", "H", "H", "H", "H", "H", "H", "C", "C", "C", "O", "C", "N", "H", "H", "H", "H", "H", "H", "H", "H", "H", "H", "H", "C", "C", "C", "O", "C", "N", "H", "H", "H", "H", "H", "H", "H", "H", "H", "H", "H"],
  "positions_angstrom": [[2.42, 1.73, 3.68], [3.42, 1.88, 3.82], [1.99, 1.03, 4.28], [2.30, 1.40, 2.69], [1.93, 2.62, 3.76], [-0.49, -3.28, 2.87], [-0.22, -4.26, 2.61], [-1.55, -3.11, 2.82], [-0.05, -2.63, 2.20], [-0.16, -3.12, 3.82], [0.15, 0.70, -0.59], [0.29, 2.02, -0.59], [-1.09, 0.39, -0.95], [0.97, 0.17, -1.50], [0.44, -0.06, 1.10], [0.29, -1.50, 0.96], [1.77, 0.37, 1.51], [-0.63, 0.52, 1.89], [-2.37, 0.35, 4.44], [-3.11, 0.58, 5.78], [-4.22, -0.29, 5.86], [-3.11, 0.61, 3.28], [-1.97, -0.67, 4.34], [-1.44, 0.93, 4.47], [-3.56, 1.57, 5.84], [-2.43, 0.40, 6.62], [-3.92, -1.15, 6.17], [-2.51, 0.74, 2.54], [-2.95, -3.30, 0.51], [-3.46, -2.25, 1.53], [-4.94, -1.98, 1.28], [-5.04, -1.39, -0.02], [-4.76, 0.00, 0.05], [-3.18, -2.79, 2.87], [-1.85, -3.31, 0.47], [-3.25, -3.02, -0.50], [-3.34, -4.29, 0.71], [-2.86, -1.37, 1.27], [-5.37, -1.33, 2.04], [-5.56, -2.87, 1.38], [-5.44, 0.54, 0.71], [-4.97, 0.34, -0.97], [-3.72, 0.34, 0.18], [-3.66, -2.14, 3.49], [-3.71, -3.66, 2.95], [2.48, 0.77, -4.55], [1.63, 2.03, -4.55], [0.14, 1.78, -4.55], [-0.53, 3.02, -4.80], [-1.91, 2.92, -4.99], [1.99, 2.63, -3.27], [2.28, 0.18, -5.45], [2.32, 0.11, -3.70], [3.53, 1.02, -4.62], [1.89, 2.68, -5.38], [-0.18, 1.38, -3.59], [-0.21, 1.06, -5.31], [-2.16, 2.33, -5.88], [-2.28, 3.94, -5.14], [-2.47, 2.57, -4.11], [1.90, 1.99, -2.50], [1.32, 3.39, -3.12], [-3.70, -0.21, -3.79], [-3.95, -1.71, -3.86], [-2.69, -2.56, -3.54], [-1.87, -2.50, -4.67], [-0.84, -3.46, -4.66], [-5.11, -2.13, -3.07], [-4.66, 0.27, -3.64], [-3.30, 0.13, -4.75], [-3.11, -0.02, -2.89], [-4.22, -1.97, -4.89], [-3.05, -3.57, -3.31], [-2.22, -2.18, -2.62], [-0.12, -3.33, -5.46], [-1.25, -4.47, -4.66], [-0.32, -3.31, -3.70], [-5.87, -1.45, -3.11], [-4.90, -2.03, -2.07], [1.05, -5.76, 0.52], [1.37, -6.16, 1.96], [2.54, -5.38, 2.61], [2.19, -4.06, 2.93], [3.27, -3.15, 2.85], [0.11, -6.07, 2.77], [1.94, -5.49, -0.06], [0.43, -4.86, 0.46], [0.40, -6.50, 0.04], [1.68, -7.21, 1.89], [3.42, -5.44, 1.97], [2.78, -5.93, 3.52], [3.81, -3.10, 3.80], [2.84, -2.17, 2.65], [3.95, -3.36, 2.02], [0.35, -6.50, 3.66], [-0.45, -6.78, 2.31], [4.03, 2.49, 0.08], [5.32, 2.39, -0.75], [5.16, 1.35, -1.90], [5.36, 0.04, -1.45], [4.23, -0.77, -1.21], [5.74, 3.67, -1.30], [3.23, 2.93, -0.52], [4.27, 3.14, 0.92], [3.79, 1.49, 0.45], [6.15, 1.98, -0.17], [5.89, 1.53, -2.69], [4.16, 1.53, -2.31], [3.68, -0.92, -2.15], [3.58, -0.36, -0.43], [4.53, -1.77, -0.89], [5.05, 4.01, -1.97], [5.68, 4.39, -0.57], [1.95, 6.75, 2.33], [1.99, 5.69, 1.21], [0.64, 5.39, 0.66], [-0.23, 4.90, 1.69], [-1.47, 4.49, 1.18], [2.96, 6.12, 0.15], [1.72, 6.36, 3.32], [1.20, 7.51, 2.09], [2.89, 7.30, 2.38], [2.53, 4.86, 1.69], [0.72, 4.57, -0.07], [0.20, 6.25, 0.16], [-2.13, 5.26, 0.76], [-2.13, 4.08, 1.96], [-1.35, 3.55, 0.62], [2.50, 5.83, -0.71], [2.86, 7.13, 0.08]]
}

# 2
{
  "formula": "C5H3NO",
  "method": "the ωB97M-V functional and the def2-TZVPD basis",
  "homo_ev": [-9.49, -9.36],
  "homo_lumo_gap_ev": [7.39, 8.07],
  "e_tot_ha": -322.1356,
  "elements": ["N", "C", "C", "C", "O", "C", "C", "H", "H", "H"],
  "positions_angstrom": [[0.61, 2.44, 2.14], [0.29, 1.53, 1.50], [-0.06, 0.39, 0.68], [-0.97, -0.52, 1.11], [-0.37, -1.94, -0.89], [0.16, -0.93, -1.35], [0.22, 0.34, -0.69], [-1.03, -1.60, 1.06], [0.70, -0.97, -2.32], [0.44, 1.24, -1.24]]
}

# 3
{
  "formula": "C3H5NO3",
  "method": "the ωB97M-V functional and the def2-TZVPD basis",
  "homo_ev": -10.21,
  "homo_lumo_gap_ev": 9.81,
  "e_tot_ha": -397.5910,
  "elements": ["C", "C", "C", "H", "H", "H", "H", "H", "N", "O", "O", "O"],
  "positions_angstrom": [[1.11, 0.97, 0.30], [0.73, -0.44, 0.00], [-1.43, 0.35, -0.17], [2.12, 1.22, 0.38], [0.59, 1.59, 1.15], [1.13, 1.55, -0.64], [-0.25, -2.68, -0.46], [-1.34, 1.41, -0.54], [-0.57, -0.66, -0.15], [1.56, -1.38, -0.28], [-1.00, -1.91, 0.48], [-2.64, -0.02, -0.07]]
}

# 4
{
  "formula": "C9H14O",
  "method": "the ωB97M-V functional and the def2-TZVPD basis",
  "homo_ev": -9.04,
  "homo_lumo_gap_ev": 9.92,
  "smiles": "Cc1ccccc1.CCO",
  "e_tot_ha": -426.5447,
  "elements": ["C", "C", "C", "C", "C", "C", "C", "H", "H", "H", "H", "H", "H", "H", "H", "C", "C", "O", "H", "H", "H", "H", "H", "H"],
  "positions_angstrom": [[-0.90, 2.76, 0.52], [-1.27, 1.33, 0.76], [-0.23, 0.39, 0.89], [-0.51, -0.95, 0.99], [-1.85, -1.36, 1.16], [-2.83, -0.43, 0.96], [-2.61, 0.94, 0.71], [-1.74, 3.39, 0.21], [-0.18, 2.82, -0.29], [-0.58, 3.28, 1.44], [0.77, 0.78, 0.79], [0.30, -1.67, 0.97], [-2.07, -2.38, 1.46], [-3.87, -0.75, 0.97], [-3.43, 1.59, 0.45], [3.57, -0.38, -0.82], [2.29, -0.90, -1.40], [2.36, -1.35, -2.75], [3.55, -0.43, 0.27], [3.99, 0.57, -1.13], [4.35, -1.12, -1.07], [1.99, -1.76, -0.78], [1.40, -0.26, -1.34], [2.90, -2.14, -2.75]]
}

# 5
{
  "formula": "C15H28BClN4OsS3Te",
  "method": "the ωB97M-V functional and the def2-TZVPD basis",
  "homo_ev": [-13.23, -13.25],
  "homo_lumo_gap_ev": [7.33, 3.98],
  "charge": 2,
  "spin_multiplicity": 5,
  "e_tot_ha": -2845.0369,
  "elements": ["Os", "B", "N", "C", "C", "C", "N", "N", "C", "C", "C", "N", "H", "H", "H", "H", "H", "H", "H", "H", "C", "C", "S", "C", "C", "S", "C", "C", "S", "H", "H", "H", "H", "H", "H", "H", "H", "H", "H", "H", "H", "C", "Te", "C", "H", "H", "H", "H", "H", "H", "Cl", "C", "H", "H"],
  "positions_angstrom": [[0.61, -0.62, 0.33], [0.79, -2.50, 2.59], [2.17, -2.53, 1.88], [3.32, -3.14, 2.15], [4.27, -2.73, 1.22], [3.60, -1.84, 0.39], [2.32, -1.72, 0.80], [0.68, -1.07, 3.18], [0.74, -0.58, 4.42], [0.63, 0.81, 4.35], [0.51, 1.09, 3.00], [0.54, -0.06, 2.30], [0.69, -3.33, 3.43], [-0.06, -2.56, 1.70], [3.42, -3.82, 2.97], [5.30, -3.03, 1.14], [3.97, -1.28, -0.44], [0.87, -1.23, 5.27], [0.64, 1.50, 5.17], [0.41, 2.04, 2.50], [1.62, -2.80, -4.01], [1.64, -2.73, -2.48], [0.48, -1.42, -1.95], [-1.14, -2.25, -2.18], [-1.84, -1.80, -3.48], [-1.52, -0.03, -3.84], [-0.78, -0.03, -5.51], [0.28, -1.08, -5.85], [1.75, -1.13, -4.77], [0.71, -3.26, -4.37], [2.47, -3.38, -4.36], [2.62, -2.43, -2.11], [1.36, -3.68, -2.02], [-1.73, -1.99, -1.31], [-0.97, -3.33, -2.18], [-2.91, -1.92, -3.37], [-1.51, -2.38, -4.34], [-0.37, 0.97, -5.58], [-1.59, -0.13, -6.23], [0.66, -0.82, -6.84], [-0.13, -2.08, -5.90], [-2.37, 5.04, 2.85], [-2.19, 3.80, 1.12], [-4.30, 3.62, 0.86], [-2.83, 4.47, 3.65], [-2.99, 5.90, 2.60], [-1.37, 5.36, 3.14], [-4.73, 4.62, 0.84], [-4.71, 3.06, 1.70], [-4.50, 3.10, -0.07], [-0.05, 1.86, -0.56], [-1.11, 0.49, -0.05], [-1.79, 0.30, -0.87], [-1.68, 0.84, 0.82]]
}

# 6
{
  "formula": "C21H30N4O",
  "method": "the ωB97M-V functional and the def2-TZVPD basis",
  "homo_ev": -8.03,
  "homo_lumo_gap_ev": 8.79,
  "smiles": "CC(C)=CCN1CCN(Cc2cccn2-c2ccccn2)C[C@@H]1CCO",
  "e_tot_ha": -1112.4380,
  "elements": ["C", "C", "C", "C", "C", "N", "C", "C", "N", "C", "C", "C", "C", "C", "N", "C", "C", "C", "C", "C", "N", "C", "C", "C", "C", "O", "H", "H", "H", "H", "H", "H", "H", "H", "H", "H", "H", "H", "H", "H", "H", "H", "H", "H", "H", "H", "H", "H", "H", "H", "H", "H", "H", "H", "H", "H"],
  "positions_angstrom": [[-1.88, 4.12, 2.55], [-1.39, 4.15, 1.14], [-2.40, 4.66, 0.15], [-0.18, 3.77, 0.74], [0.95, 3.25, 1.60], [1.35, 1.87, 1.37], [1.90, 1.59, 0.06], [2.62, 0.24, 0.09], [1.68, -0.76, 0.52], [2.05, -2.15, 0.32], [0.78, -2.93, 0.17], [0.19, -3.83, 1.02], [-1.11, -4.10, 0.52], [-1.28, -3.34, -0.59], [-0.13, -2.62, -0.82], [0.05, -1.73, -1.87], [-1.01, -0.95, -2.32], [-0.78, -0.08, -3.37], [0.48, -0.02, -3.94], [1.46, -0.85, -3.42], [1.26, -1.68, -2.42], [1.24, -0.47, 1.87], [0.44, 0.84, 1.83], [-0.82, 0.62, 0.98], [-1.95, -0.05, 1.76], [-2.84, -0.76, 0.93], [-2.91, 3.78, 2.58], [-1.29, 3.47, 3.19], [-1.86, 5.13, 2.98], [-1.97, 4.76, -0.84], [-3.25, 3.98, 0.10], [-2.78, 5.64, 0.47], [0.07, 3.83, -0.31], [0.70, 3.33, 2.66], [1.83, 3.86, 1.41], [2.61, 2.38, -0.19], [1.13, 1.55, -0.73], [2.97, -0.01, -0.91], [3.49, 0.31, 0.77], [2.63, -2.22, -0.60], [2.64, -2.57, 1.15], [0.63, -4.25, 1.90], [-1.82, -4.78, 0.95], [-2.10, -3.30, -1.28], [-1.98, -0.99, -1.85], [-1.58, 0.56, -3.74], [0.70, 0.65, -4.76], [2.47, -0.85, -3.83], [0.60, -1.29, 2.21], [2.09, -0.37, 2.56], [0.15, 1.11, 2.85], [-1.17, 1.58, 0.58], [-0.54, -0.01, 0.14], [-1.54, -0.73, 2.52], [-2.56, 0.70, 2.27], [-2.38, -1.53, 0.57]]
}

# 7
{
  "formula": "C7H30O10",
  "method": "the ωB97M-V functional and the def2-TZVPD basis",
  "homo_ev": -8.37,
  "homo_lumo_gap_ev": 8.11,
  "smiles": "CC/C=C/C=C(/C)O.O.O.O.O.O.O.O.O.O",
  "e_tot_ha": -1036.9452,
  "elements": ["C", "C", "C", "C", "C", "C", "C", "O", "H", "H", "H", "H", "H", "H", "H", "H", "H", "H", "H", "H", "O", "H", "H", "O", "H", "H", "O", "H", "H", "O", "H", "H", "O", "H", "H", "O", "H", "H", "O", "H", "H", "O", "H", "H", "O", "H", "H"],
  "positions_angstrom": [[3.11, -2.23, -0.80], [3.96, -1.41, 0.27], [3.27, -0.12, 0.58], [1.97, -0.26, 0.89], [1.21, 0.94, 1.21], [0.91, 1.87, 0.30], [0.23, 3.16, 0.57], [1.24, 1.68, -1.03], [2.71, -1.36, -1.48], [2.33, -2.82, -0.35], [3.68, -2.89, -1.53], [4.23, -1.76, 1.34], [4.86, -1.10, -0.23], [3.80, 0.86, 0.52], [1.54, -1.23, 0.82], [1.00, 0.86, 2.31], [0.10, 3.74, -0.39], [0.79, 3.74, 1.33], [-0.80, 3.11, 0.94], [1.66, 2.40, -1.52], [-2.26, -2.73, -1.74], [-2.89, -2.16, -2.15], [-2.66, -3.60, -1.61], [-3.45, 2.82, -0.97], [-3.81, 1.89, -1.14], [-2.88, 2.73, -0.24], [-0.13, 3.05, -3.30], [-0.93, 3.60, -3.49], [-0.31, 2.36, -2.84], [0.43, -4.39, 0.75], [0.00, -3.51, 0.51], [0.19, -4.67, 1.65], [-1.75, -1.60, 1.49], [-2.56, -1.69, 2.00], [-1.20, -1.65, 2.29], [-0.66, -2.25, 4.02], [-0.61, -3.05, 3.61], [0.14, -2.37, 4.62], [-0.91, 1.86, 4.16], [-1.29, 0.94, 4.00], [-1.73, 2.39, 4.15], [-1.14, 0.22, -4.31], [-0.90, -0.51, -3.66], [-0.93, 1.03, -3.77], [-2.34, 0.41, -1.73], [-1.53, 0.80, -1.37], [-2.29, -0.35, -1.19]]
}

# 8
{
  "formula": "C2H2N2OS",
  "method": "the ωB97M-V functional and the def2-TZVPD basis",
  "homo_ev": -8.79,
  "homo_lumo_gap_ev": 7.61,
  "e_tot_ha": -660.2180,
  "elements": ["C", "C", "N", "N", "O", "S", "H", "H"],
  "positions_angstrom": [[1.00, 0.49, 0.05], [0.33, -0.72, -0.04], [0.22, 1.57, 0.09], [-0.96, 1.54, 0.10], [-2.23, -1.54, 0.26], [-1.36, -0.46, -0.30], [2.12, 0.71, 0.00], [0.88, -1.59, -0.15]]
}

# 9
{
  "formula": "C3H5O2",
  "method": "the ωB97M-V functional and the def2-TZVPD basis",
  "homo_ev": -17.64,
  "homo_lumo_gap_ev": 11.47,
  "charge": 1,
  "e_tot_ha": -267.4644,
  "elements": ["C", "C", "C", "O", "O", "H", "H", "H", "H", "H"],
  "positions_angstrom": [[-1.51, 2.23, -0.62], [0.65, -0.83, 0.19], [-0.36, 0.07, -0.29], [-0.33, 1.29, -0.03], [-2.25, 1.92, -1.45], [-1.37, 3.12, -0.01], [1.65, -0.43, -0.01], [0.62, -0.87, 1.29], [0.55, -1.84, -0.20], [-1.19, -0.32, -0.91]]
}

# 10
{
  "formula": "C2H4N4O",
  "method": "the ωB97M-V functional and the def2-TZVPD basis",
  "homo_ev": -9.33,
  "homo_lumo_gap_ev": 9.40,
  "smiles": "Nn1cnnc1O",
  "e_tot_ha": -372.7386,
  "elements": ["N", "N", "C", "N", "N", "C", "O", "H", "H", "H", "H"],
  "positions_angstrom": [[-1.27, 0.77, -0.09], [-0.02, 0.07, 0.08], [1.35, 0.68, 0.11], [2.18, -0.37, -0.07], [1.40, -1.43, 0.02], [0.18, -1.18, -0.01], [-0.96, -1.91, 0.02], [-1.64, 1.00, 0.97], [-0.96, 1.75, -0.61], [1.49, 1.85, -0.09], [-1.75, -1.23, -0.34]]
}

# 11
{
  "formula": "C4H16O3",
  "method": "the ωB97M-V functional and the def2-TZVPD basis",
  "homo_ev": [-14.32, -14.31],
  "homo_lumo_gap_ev": [11.42, 3.92],
  "charge": 1,
  "spin_multiplicity": 2,
  "e_tot_ha": -387.3064,
  "elements": ["C", "C", "C", "C", "H", "H", "H", "H", "H", "H", "H", "H", "H", "H", "H", "H", "O", "H", "H", "O", "H", "H", "O"],
  "positions_angstrom": [[-1.98, 0.90, -0.28], [-0.96, 0.35, -1.29], [-0.55, -1.10, -1.08], [0.23, -1.79, -2.16], [-3.04, 0.83, -0.55], [-1.83, 2.00, -0.23], [-1.91, 0.46, 0.72], [0.04, 0.87, -1.29], [-1.24, 0.50, -2.35], [-1.44, -1.78, -0.84], [-0.08, -1.33, -0.11], [-0.12, -1.87, -3.17], [0.44, -2.74, -1.64], [1.27, -1.38, -2.12], [1.64, -0.13, 1.36], [2.05, -0.52, -0.07], [2.07, 0.21, 0.55], [0.90, 3.57, 1.57], [1.22, 2.14, 1.11], [0.61, 2.65, 1.65], [0.07, -0.41, 3.41], [1.69, -0.66, 3.67], [0.91, -0.77, 3.12]]
}

# 12
{
  "formula": "C21H33N3O3",
  "method": "the ωB97M-V functional and the def2-TZVPD basis",
  "homo_ev": -7.47,
  "homo_lumo_gap_ev": 7.96,
  "e_tot_ha": -1209.1943,
  "elements": ["C", "C", "C", "C", "C", "C", "C", "H", "H", "O", "C", "C", "H", "C", "O", "N", "H", "C", "H", "C", "N", "C", "H", "C", "C", "H", "H", "H", "C", "H", "H", "H", "H", "H", "C", "H", "C", "C", "H", "H", "H", "C", "H", "H", "H", "H", "H", "H", "H", "H", "H", "C", "O", "N", "H", "H", "H", "H", "H", "H"],
  "positions_angstrom": [[4.74, 3.94, 0.11], [4.04, 2.68, 0.22], [4.47, 1.57, -0.33], [3.63, 0.29, -0.13], [2.40, 0.19, 0.47], [1.90, 1.49, 1.22], [2.62, 2.59, 1.13], [2.35, 3.67, 1.27], [1.00, 1.63, 1.65], [1.68, -0.81, 0.81], [1.71, -1.53, -0.20], [0.92, -2.90, 0.09], [1.26, -3.96, -0.66], [-0.46, -2.65, 0.26], [-1.24, -3.10, -0.79], [-0.96, -2.11, 1.45], [-0.15, -1.88, 2.01], [-2.29, -1.73, 1.64], [-2.45, -1.92, 2.49], [-2.49, -0.10, 1.58], [-3.12, 0.35, 0.17], [-2.42, 0.23, -0.80], [-2.11, -0.82, -1.08], [-1.04, 0.95, -0.81], [-0.31, 0.89, -2.59], [-0.14, -0.32, -2.60], [0.70, 0.98, -2.35], [-0.86, 1.36, -3.16], [-1.27, 2.35, -0.59], [-0.20, 2.87, -0.61], [-1.67, 2.63, 0.21], [-1.85, 2.81, -1.59], [-0.28, 0.53, -0.20], [-2.94, 0.37, -1.81], [-4.50, -0.11, 0.10], [-4.52, -0.73, -0.50], [-5.28, 1.10, -0.68], [-5.29, 2.32, 0.69], [-5.83, 3.19, -0.01], [-5.90, 2.19, 1.46], [-4.18, 2.52, 0.79], [-6.87, 0.69, -0.52], [-7.43, 1.37, -1.16], [-7.24, 0.16, 0.20], [-6.84, -0.16, -1.52], [-4.70, 1.33, -1.47], [-4.79, -0.39, 1.12], [-1.36, 0.20, 1.63], [-3.07, 0.27, 2.19], [-3.00, -2.12, 0.87], [1.40, -3.27, 1.12], [3.25, -1.99, -0.62], [3.83, -3.06, -0.97], [4.08, -1.00, -0.47], [5.08, -1.08, -0.76], [1.35, -1.23, -0.93], [5.21, 1.36, -0.93], [3.96, 4.77, -0.21], [5.22, 4.31, 0.97], [5.59, 3.79, -0.45]]
}